A) The following is a DFT calculation (ωB97M-V/def2-TZVPD) of 2 unconnected molecules or ions with the total composition C2H4ClOP.

Element x y z (Å)
C -1.165 0.927 0.387
C -0.149 -0.510 -0.790
O -1.160 2.057 0.029
P 1.235 -1.194 0.271
Cl 2.608 0.295 0.080
H -1.672 0.214 1.123
H -0.765 -1.302 -1.240
H 0.271 0.267 -1.424
H 0.797 -0.753 1.565

Calculated values
Highest occupied orbital energy (eV): -8.57
Total charge: 0
Frontier orbital gap (eV): 8.818

Atom charges from the Löwdin analysis, given in e for atoms 1 to 6:
1. C -0.1368
2. C -0.4013
3. O 0.0596
4. P 0.3896
5. Cl 0.0966
6. H 0.1089


B) The following is a DFT calculation (ωB97M-V/def2-TZVPD) of a single C2H4ClOP molecule.

Element x y z (Å)
C 1.325 1.046 0.173
C 0.611 -0.012 0.057
O -1.089 -1.730 -0.389
P -1.006 -0.511 0.711
Cl -2.193 0.907 -0.116
H 2.200 1.448 -0.334
H 1.115 1.949 0.866
H 0.876 -0.855 -0.676
H -1.839 -2.242 -0.292

Calculated values
Highest occupied orbital energy (eV): -9.19
Total charge: 0
Frontier orbital gap (eV): 9.971
SMILES: C=CP(O)Cl

Atom charges from the Löwdin analysis, given in e for atoms 1 to 6:
1. C -0.0958
2. C -0.4323
3. O -0.3592
4. P 0.4560
5. Cl 0.2005
6. H 0.0549


Quick one: least stable of them? A)


A) The following is a DFT calculation (ωB97M-V/def2-TZVPD) of a molecular structure, C2H4ClOP.

Element x y z (Å)
C -1.737 0.811 -0.319
C 2.081 -0.438 0.501
O -0.451 -1.698 0.698
P 0.125 -0.455 0.157
Cl 2.888 0.787 -0.297
H -2.285 -0.010 -0.505
H -1.822 1.071 0.677
H -1.254 1.326 -1.049
H 2.456 -1.394 0.138

Calculated values
Highest occupied orbital energy (spin up / spin down) (eV): -8.40 / -7.96
Total charge: 0
Frontier orbital gap (spin up / spin down) (eV): 7.276 / 6.760

Atom charges from the Löwdin analysis, given in e for atoms 1 to 6:
1. C 0.0028
2. C -0.7894
3. O -0.4585
4. P 0.8706
5. Cl 0.4776
6. H -0.0303


B) The following is a DFT calculation (ωB97M-V/def2-TZVPD) of 2 unconnected molecules or ions with the total composition C2H4ClOP.

Element x y z (Å)
C 0.558 -0.213 0.107
C 1.978 -0.120 -0.198
O 0.323 1.219 0.432
P 1.901 1.583 -0.088
Cl -3.210 0.279 -0.399
H -0.138 -0.399 -0.704
H 0.226 -0.807 1.034
H 2.598 -0.982 -0.117
H -4.236 -0.561 -0.067

Calculated values
Highest occupied orbital energy (eV): -8.88
Total charge: 0
Frontier orbital gap (eV): 9.160

Atom charges from the Löwdin analysis, given in e for atoms 1 to 6:
1. C -0.4069
2. C -0.3575
3. O -0.4815
4. P 0.9476
5. Cl 0.2133
6. H 0.0830


Quick one: least stable of them? A)